This record from the Open Molecules 2025 dataset describes a 2-piece molecular cluster, C2H5ClO3 overall in a non-equilibrium geometry. The level of theory is the ωB97M-V functional and the def2-TZVPD basis.

Geometry (Å):
C (1.468, -0.452, -0.223)
C (-0.095, 0.096, -0.032)
O (-0.162, 1.466, -0.052)
O (-0.432, -0.441, 1.168)
O (-0.440, -0.512, -1.115)
Cl (-2.875, -0.118, -0.165)
H (1.832, -0.030, -1.108)
H (1.891, 0.003, 0.694)
H (1.373, -1.471, -0.389)
H (-1.135, 1.586, -0.037)
H (-1.424, -0.127, 1.260)

ΔE to the lowest compared entry with this formula, charge and spin   426.75 kJ/mol
Gap between HOMO and LUMO (alpha / beta)   6.570 / 6.565 eV
HOMO level (alpha / beta)   -10.66 / -10.65 eV

These are the Löwdin partial charges, in e, on atoms 1 to 2: 0.158 -0.935